{
  "formula": "C36H57MoN11O6PSe",
  "method": "ωB97M-V with the def2-TZVPD basis set",
  "elements": ["Mo", "N", "C", "C", "O", "N", "C", "C", "O", "O", "H", "H", "H", "H", "H", "H", "N", "C", "C", "C", "C", "N", "C", "N", "N", "C", "O", "O", "H", "H", "H", "H", "H", "H", "H", "H", "H", "H", "H", "H", "H", "H", "N", "C", "N", "C", "N", "Se", "N", "C", "C", "C", "C", "C", "C", "N", "H", "H", "H", "H", "O", "P", "C", "C", "C", "C", "C", "C", "C", "C", "C", "C", "C", "C", "C", "C", "C", "C", "C", "C", "H", "H", "H", "H", "H", "H", "H", "H", "H", "H", "H", "H", "H", "H", "H", "H", "H", "H", "H", "H", "H", "H", "H", "H", "H", "H", "H", "H", "H", "H", "H", "H", "H"],
  "positions_angstrom": [[-1.000, -1.998, 0.127], [0.292, -3.888, -0.552], [0.390, -3.872, -2.016], [-0.976, -3.487, -2.551], [-1.314, -3.758, -3.687], [-1.702, -2.817, -1.621], [-3.025, -2.387, -2.067], [-3.225, -0.986, -1.516], [-3.978, -0.170, -1.984], [-2.478, -0.782, -0.446], [1.215, -3.974, -0.141], [-0.229, -4.720, -0.284], [0.687, -4.829, -2.446], [1.113, -3.114, -2.321], [-3.805, -3.044, -1.668], [-3.096, -2.400, -3.152], [-1.612, -0.487, 1.886], [-0.725, 0.101, 2.926], [-1.433, 1.323, 3.531], [-0.836, 2.022, 4.763], [0.542, 2.674, 4.616], [1.610, 1.697, 4.748], [2.880, 1.999, 4.841], [3.314, 3.266, 4.686], [3.784, 1.027, 5.017], [-0.433, -0.993, 4.009], [0.592, -0.835, 4.722], [-1.263, -1.906, 4.090], [-2.192, 0.233, 1.463], [-2.225, -1.094, 2.439], [0.220, 0.401, 2.468], [-2.440, 1.005, 3.817], [-1.537, 2.068, 2.735], [-0.791, 1.323, 5.601], [-1.536, 2.811, 5.037], [0.645, 3.416, 5.416], [0.622, 3.205, 3.659], [1.312, 0.667, 4.854], [2.656, 4.024, 4.726], [4.275, 3.490, 4.879], [3.484, 0.097, 5.275], [4.748, 1.246, 5.195], [0.556, -2.091, 1.292], [1.557, -2.340, 1.869], [2.702, -2.556, 2.282], [3.325, -2.879, 3.381], [3.995, -3.122, 4.292], [-1.026, -4.488, 2.366], [-1.969, -3.334, 1.320], [-3.276, -3.533, 1.619], [-4.368, -2.777, 1.150], [-5.634, -3.135, 1.529], [-5.875, -4.244, 2.376], [-4.843, -4.976, 2.879], [-3.520, -4.624, 2.521], [-2.437, -5.264, 2.963], [-4.217, -1.915, 0.521], [-6.468, -2.546, 1.173], [-6.893, -4.502, 2.631], [-4.998, -5.808, 3.552], [0.281, -0.612, -1.136], [0.971, 0.450, -1.972], [2.796, 0.070, -1.917], [3.789, 1.164, -2.353], [4.236, 2.119, -1.241], [4.705, 1.352, -0.006], [3.609, 0.415, 0.497], [3.221, -0.581, -0.594], [0.765, 2.097, -1.114], [0.735, 3.385, -1.945], [-0.660, 3.760, -2.435], [-1.674, 3.795, -1.296], [-1.722, 2.428, -0.620], [-0.348, 2.071, -0.061], [0.548, 0.029, -3.741], [1.134, 0.848, -4.899], [0.215, 1.950, -5.424], [-1.176, 1.403, -5.737], [-1.801, 0.802, -4.482], [-0.931, -0.329, -3.948], [2.856, -0.718, -2.676], [3.386, 1.748, -3.182], [4.682, 0.652, -2.725], [3.428, 2.802, -0.968], [5.050, 2.735, -1.627], [4.996, 2.056, 0.778], [5.590, 0.762, -0.263], [2.737, 0.997, 0.818], [3.956, -0.141, 1.369], [2.418, -1.225, -0.239], [4.088, -1.217, -0.794], [1.707, 2.091, -0.564], [1.423, 3.315, -2.793], [1.102, 4.191, -1.302], [-1.000, 3.023, -3.159], [-0.616, 4.726, -2.941], [-2.659, 4.054, -1.689], [-1.395, 4.562, -0.566], [-2.043, 1.669, -1.337], [-2.454, 2.438, 0.193], [-0.372, 1.085, 0.400], [-0.081, 2.806, 0.708], [1.077, -0.933, -3.730], [1.315, 0.143, -5.716], [2.104, 1.269, -4.630], [0.663, 2.376, -6.323], [0.139, 2.756, -4.691], [-1.092, 0.622, -6.499], [-1.810, 2.194, -6.140], [-2.798, 0.412, -4.695], [-1.930, 1.566, -3.715], [-0.968, -1.157, -4.661], [-1.334, -0.699, -3.008]],
  "orbital_gap_ev": [6.8, 7.3],
  "lumo_energy_ev": [-3.8, -4.1],
  "relative_energy_kcal_mol": 36.0,
  "s2": 2.027,
  "spin_multiplicity": 3,
  "total_energy_ev": -143423.896,
  "total_charge": 1,
  "molar_mass_da": 945.8
}


{
  "formula": "C36H58B3Br2ClCs2F6ILiNO19S",
  "method": "ωB97M-V with the def2-TZVPD basis set",
  "elements": ["C", "C", "C", "C", "B", "O", "O", "C", "C", "C", "B", "O", "O", "N", "C", "O", "C", "C", "C", "I", "C", "C", "C", "C", "C", "C", "O", "C", "O", "C", "C", "C", "Cl", "O", "C", "C", "C", "C", "H", "H", "H", "H", "H", "H", "H", "H", "H", "H", "H", "H", "H", "H", "H", "H", "H", "H", "H", "H", "H", "H", "H", "H", "H", "H", "H", "H", "H", "H", "H", "H", "H", "H", "H", "H", "H", "H", "H", "H", "H", "H", "H", "H", "C", "C", "O", "C", "O", "O", "F", "H", "H", "H", "C", "F", "F", "F", "S", "O", "O", "O", "C", "C", "C", "O", "H", "H", "H", "H", "H", "H", "H", "Li", "Cs", "B", "O", "C", "O", "C", "O", "O", "F", "F", "Cs", "Br", "C", "C", "Br", "H", "H", "H", "H"],
  "positions_angstrom": [[-1.419, 4.287, 0.093], [-1.311, 3.282, 1.014], [-2.075, 1.990, 0.990], [-1.077, 0.819, 0.825], [-2.048, -0.438, 0.443], [-2.026, -0.930, -0.831], [-2.848, -0.998, 1.356], [-4.259, -0.662, 1.233], [-0.149, 1.067, -0.326], [-0.500, 1.834, -1.530], [-0.563, 1.022, -2.883], [-0.926, 1.702, -3.974], [-0.260, -0.376, -2.935], [1.004, 0.480, -0.146], [2.126, 0.578, -1.103], [2.359, 1.872, -1.514], [2.602, 2.832, -0.472], [3.297, 4.047, -1.071], [0.992, -0.279, 1.081], [2.928, -0.068, 2.244], [0.868, -1.801, 0.993], [1.457, -2.454, -0.258], [2.941, -2.796, -0.213], [3.340, -3.733, 0.914], [4.801, -4.172, 0.740], [5.795, -3.080, 1.044], [6.301, -3.227, 2.391], [6.454, -2.046, 3.020], [7.220, -1.215, 2.660], [5.636, -1.864, 4.226], [5.203, -2.919, 4.903], [-0.095, 0.481, 1.977], [0.875, 1.867, 2.643], [-0.485, -0.499, 2.869], [-0.558, -0.207, 4.241], [-1.732, 0.852, 4.632], [-1.259, 2.122, 5.409], [-0.430, 1.710, 6.797], [-0.544, 4.557, -0.477], [-2.296, 4.913, -0.050], [-0.646, 3.490, 1.828], [-2.750, 1.846, 1.833], [-2.723, 2.009, 0.118], [-2.394, -1.827, -0.782], [-4.838, -1.514, 1.542], [-4.500, -0.337, 0.226], [-4.485, 0.148, 1.911], [-1.483, 2.268, -1.415], [0.186, 2.659, -1.688], [-1.146, 1.180, -4.757], [-1.045, -0.787, -3.304], [1.865, 0.010, -1.986], [3.009, 0.140, -0.650], [1.654, 3.155, -0.044], [3.247, 2.383, 0.278], [4.163, 4.284, -0.465], [2.655, 4.918, -1.052], [3.655, 3.820, -2.066], [1.374, -2.218, 1.848], [-0.168, -2.115, 1.083], [1.240, -1.883, -1.156], [0.931, -3.394, -0.391], [3.581, -1.919, -0.197], [3.171, -3.315, -1.142], [2.736, -4.634, 0.900], [3.294, -3.240, 1.883], [4.999, -5.072, 1.308], [4.929, -4.433, -0.308], [6.639, -3.151, 0.367], [5.384, -2.083, 0.922], [5.430, -0.857, 4.543], [5.151, -3.878, 4.419], [4.935, -2.833, 5.941], [-0.837, -1.155, 4.740], [0.424, 0.038, 4.689], [-2.283, 1.054, 3.715], [-2.477, 0.320, 5.338], [-0.727, 2.871, 4.785], [-2.155, 2.619, 5.767], [-0.591, 2.508, 7.525], [-0.896, 0.822, 7.231], [0.651, 1.553, 6.540], [0.215, 0.897, -9.279], [0.617, 1.898, -8.212], [-0.325, 1.580, -7.166], [-0.644, 0.299, -7.301], [-1.219, -0.339, -6.442], [-0.285, -0.197, -8.470], [0.441, 3.163, -8.601], [-0.590, 1.277, -9.906], [1.040, 0.573, -9.905], [1.629, 1.778, -7.824], [-5.745, -3.281, 4.367], [-5.907, -4.082, 5.408], [-4.571, -3.543, 3.786], [-6.721, -3.459, 3.501], [-5.750, -1.536, 4.925], [-4.580, -1.466, 5.876], [-7.000, -1.313, 5.566], [-5.497, -0.736, 3.755], [-1.390, 9.040, -0.582], [-0.289, 7.966, -0.591], [-0.023, 7.576, -2.061], [-0.692, 6.872, 0.127], [-2.313, 8.643, -1.011], [-1.592, 9.367, 0.438], [-1.099, 9.924, -1.164], [0.641, 8.470, -0.236], [-0.926, 7.158, -2.513], [0.777, 6.830, -2.118], [0.288, 8.439, -2.665], [-0.263, -1.385, -4.818], [-2.744, -1.039, 6.147], [-4.271, -6.891, 2.372], [-5.456, -7.035, 1.473], [-5.546, -5.986, 0.679], [-6.378, -5.789, -0.159], [-4.370, -5.018, 1.013], [-4.142, -3.954, 0.479], [-3.667, -5.553, 1.968], [-3.350, -7.890, 2.156], [-4.624, -6.825, 3.707], [1.127, 2.714, 5.007], [3.018, -5.347, -6.720], [1.768, -4.349, -7.814], [2.280, -2.970, -8.122], [2.140, -1.772, -6.576], [0.823, -4.337, -7.283], [1.657, -4.915, -8.736], [1.685, -2.501, -8.902], [3.328, -2.958, -8.403]],
  "orbital_gap_ev": 3.1,
  "lumo_energy_ev": -4.1,
  "spin_multiplicity": 1,
  "total_energy_ev": -269827.717,
  "total_charge": 1,
  "molar_mass_da": 1582.3
}


{
  "formula": "C36H58KN10O5P2S",
  "method": "ωB97M-V with the def2-TZVPD basis set",
  "elements": ["K", "O", "C", "C", "C", "C", "C", "C", "C", "N", "N", "C", "O", "C", "C", "C", "C", "C", "C", "H", "H", "H", "H", "H", "H", "H", "H", "H", "H", "C", "N", "C", "P", "O", "O", "P", "O", "N", "C", "C", "N", "C", "C", "N", "C", "C", "H", "H", "H", "H", "H", "H", "H", "H", "H", "H", "H", "H", "H", "H", "H", "H", "H", "H", "H", "H", "H", "H", "H", "H", "N", "C", "C", "N", "C", "C", "H", "H", "H", "H", "H", "H", "H", "H", "H", "H", "H", "C", "C", "C", "C", "C", "C", "C", "H", "H", "H", "H", "H", "H", "H", "S", "C", "N", "C", "C", "N", "H", "H", "H", "H", "H", "H"],
  "positions_angstrom": [[-0.202, -0.492, -0.309], [1.208, 0.968, 0.490], [2.282, 1.543, 0.944], [2.215, 2.825, 1.528], [3.324, 3.474, 2.081], [4.559, 2.865, 1.992], [4.676, 1.626, 1.392], [3.580, 0.910, 0.862], [3.862, -0.365, 0.344], [3.149, -1.317, -0.292], [3.641, -2.436, -0.817], [2.388, -2.954, -0.805], [1.832, -1.774, -0.226], [1.837, -4.178, -1.170], [2.707, -5.244, -1.535], [2.213, -6.487, -1.836], [0.841, -6.735, -1.821], [-0.024, -5.702, -1.469], [0.446, -4.453, -1.147], [1.233, 3.277, 1.630], [3.202, 4.443, 2.547], [5.438, 3.348, 2.400], [5.657, 1.170, 1.337], [4.905, -0.664, 0.342], [3.768, -5.043, -1.530], [2.897, -7.296, -2.069], [0.454, -7.717, -2.058], [-1.089, -5.901, -1.446], [-0.227, -3.666, -0.846], [-1.128, 1.084, -5.058], [-0.772, 1.071, -3.653], [0.257, 0.090, -3.341], [-2.049, 1.053, -2.559], [-1.646, 1.046, -1.165], [-2.891, -0.289, -3.015], [-2.866, -1.638, -2.137], [-1.629, -1.838, -1.392], [-3.215, -2.789, -3.326], [-3.186, -2.526, -4.746], [-2.748, -4.114, -2.967], [-4.210, -1.452, -1.176], [-5.487, -1.259, -1.828], [-4.297, -2.297, -0.001], [-3.099, 2.242, -3.040], [-4.268, 2.001, -3.851], [-3.168, 3.450, -2.245], [-0.238, 1.324, -5.644], [-1.878, 1.854, -5.222], [-1.524, 0.119, -5.402], [1.079, 0.196, -4.050], [-0.116, -0.940, -3.401], [0.632, 0.270, -2.338], [-3.515, -1.505, -4.925], [-3.877, -3.215, -5.243], [-2.188, -2.673, -5.181], [-2.705, -4.180, -1.882], [-1.744, -4.315, -3.357], [-3.442, -4.866, -3.356], [-5.348, -0.689, -2.743], [-6.147, -0.703, -1.158], [-5.965, -2.212, -2.077], [-3.295, -2.486, 0.377], [-4.786, -3.252, -0.221], [-4.873, -1.780, 0.768], [-4.174, 1.052, -4.372], [-4.370, 2.806, -4.586], [-5.180, 1.971, -3.243], [-2.270, 3.538, -1.636], [-4.044, 3.454, -1.588], [-3.221, 4.319, -2.906], [-1.091, 0.921, 4.953], [-0.122, -0.173, 4.709], [0.451, 0.124, 3.309], [-0.190, 1.342, 2.822], [-1.618, 1.152, 2.629], [-2.225, 0.821, 4.009], [-0.564, 1.747, 4.557], [-1.382, 0.993, 5.926], [-0.625, -1.145, 4.730], [0.646, -0.137, 5.482], [0.261, -0.729, 2.640], [1.526, 0.316, 3.340], [0.226, 1.514, 1.891], [-1.842, 0.355, 1.915], [-2.025, 2.085, 2.233], [-2.640, -0.199, 4.032], [-2.990, 1.544, 4.295], [-1.243, -2.426, 2.036], [-1.902, -2.691, 3.202], [-3.212, -2.178, 3.513], [-3.839, -2.454, 4.704], [-3.226, -3.212, 5.695], [-1.960, -3.742, 5.423], [-1.320, -3.497, 4.243], [-1.699, -1.851, 1.238], [-0.321, -2.934, 1.792], [-3.744, -1.634, 2.737], [-4.845, -2.072, 4.868], [-3.728, -3.422, 6.629], [-1.481, -4.373, 6.164], [-0.355, -3.949, 4.042], [-0.191, 4.566, -0.992], [1.151, 3.885, -1.665], [2.362, 3.838, -1.083], [3.264, 3.014, -1.866], [2.521, 2.821, -3.201], [1.221, 3.410, -2.944], [2.377, 3.661, -0.051], [3.439, 2.064, -1.349], [4.222, 3.526, -1.991], [2.459, 1.765, -3.474], [3.008, 3.363, -4.022], [0.390, 3.054, -3.388]],
  "orbital_gap_ev": [3.5, 3.2],
  "lumo_energy_ev": [1.8, 1.8],
  "relative_energy_kcal_mol": 136.8,
  "spin_multiplicity": 1,
  "total_energy_ev": -109148.292,
  "total_charge": -1,
  "molar_mass_da": 844.0
}


{
  "formula": "C36H59BF4HgN8O4P2",
  "method": "ωB97M-V with the def2-TZVPD basis set",
  "elements": ["Hg", "N", "C", "C", "O", "O", "H", "H", "H", "H", "C", "C", "N", "O", "H", "H", "H", "H", "H", "N", "C", "C", "C", "C", "C", "C", "N", "C", "C", "C", "C", "N", "C", "C", "H", "H", "H", "H", "H", "H", "H", "H", "H", "C", "C", "C", "C", "P", "C", "C", "C", "C", "C", "C", "C", "C", "C", "C", "H", "H", "H", "H", "H", "H", "H", "H", "H", "H", "H", "H", "H", "H", "H", "H", "H", "H", "H", "H", "H", "H", "H", "F", "B", "F", "F", "F", "C", "N", "C", "P", "O", "N", "C", "C", "N", "C", "C", "H", "H", "H", "H", "H", "H", "H", "H", "H", "H", "H", "H", "H", "H", "H", "H", "H", "H"],
  "positions_angstrom": [[0.344, -0.888, 1.287], [1.972, -0.689, 2.991], [2.579, -1.956, 3.407], [2.216, -3.146, 2.514], [2.816, -4.205, 2.693], [1.280, -2.943, 1.663], [2.646, -0.010, 2.666], [1.465, -0.267, 3.764], [2.227, -2.220, 4.405], [3.665, -1.897, 3.440], [-3.398, 1.683, 2.917], [-3.025, 0.611, 1.931], [-4.022, -0.207, 1.524], [-1.882, 0.512, 1.497], [-4.350, 1.480, 3.407], [-3.466, 2.636, 2.386], [-2.611, 1.751, 3.667], [-4.931, -0.168, 1.941], [-3.814, -0.940, 0.864], [0.251, 3.209, -4.757], [0.603, 3.533, -6.051], [0.344, 4.638, -6.846], [0.863, 4.628, -8.140], [1.609, 3.542, -8.602], [1.863, 2.437, -7.796], [1.355, 2.427, -6.498], [1.455, 1.472, -5.512], [0.789, 1.958, -4.467], [0.623, 1.329, -3.209], [-0.144, 1.891, -2.138], [-0.232, 1.257, -0.937], [0.369, 0.061, -0.674], [1.098, -0.497, -1.694], [1.242, 0.074, -2.918], [-0.270, 3.780, -4.122], [-0.238, 5.477, -6.481], [0.684, 5.475, -8.793], [1.999, 3.562, -9.613], [2.442, 1.597, -8.159], [-0.665, 2.837, -2.248], [-0.804, 1.683, -0.125], [1.579, -1.441, -1.462], [1.830, -0.413, -3.685], [-2.247, -3.288, 2.600], [-1.752, -4.384, 1.645], [-2.923, -5.349, 1.418], [-0.591, -5.140, 2.322], [-1.110, -3.439, 0.132], [-2.646, -2.982, -0.816], [-2.740, -1.619, -1.117], [-3.788, -1.104, -1.876], [-4.776, -1.950, -2.353], [-4.698, -3.311, -2.075], [-3.647, -3.819, -1.325], [-0.236, -4.636, -1.073], [-0.776, -6.068, -1.117], [1.256, -4.704, -0.706], [-0.319, -4.014, -2.476], [-2.547, -3.738, 3.552], [-3.117, -2.768, 2.190], [-1.475, -2.547, 2.821], [-3.192, -5.782, 2.387], [-2.673, -6.173, 0.749], [-3.804, -4.835, 1.036], [-0.997, -5.933, 2.957], [-0.002, -4.473, 2.948], [0.105, -5.594, 1.618], [-1.960, -0.949, -0.768], [-3.816, -0.044, -2.101], [-5.595, -1.559, -2.945], [-5.459, -3.985, -2.452], [-3.612, -4.885, -1.154], [-0.693, -6.562, -0.148], [-0.174, -6.640, -1.833], [-1.812, -6.122, -1.453], [1.440, -5.161, 0.266], [1.701, -3.709, -0.670], [1.774, -5.289, -1.474], [-1.327, -4.021, -2.890], [0.325, -4.589, -3.150], [0.036, -2.978, -2.477], [-1.214, 1.429, 5.284], [-0.677, 0.121, 5.245], [0.709, 0.178, 5.571], [-1.357, -0.726, 6.119], [-0.774, -0.378, 3.902], [0.796, 5.482, 1.511], [0.709, 4.032, 1.497], [-0.541, 3.490, 2.030], [2.078, 3.102, 1.613], [1.728, 1.668, 1.584], [2.971, 3.460, 2.980], [2.444, 2.911, 4.236], [3.648, 4.738, 3.152], [3.061, 3.677, 0.379], [4.351, 2.962, 0.319], [2.435, 3.696, -0.957], [0.032, 5.906, 0.851], [1.772, 5.808, 1.153], [0.634, 5.893, 2.516], [-1.375, 3.796, 1.390], [-0.735, 3.850, 3.046], [-0.503, 2.403, 2.051], [1.839, 2.028, 4.051], [1.823, 3.645, 4.764], [3.265, 2.625, 4.896], [3.935, 5.146, 2.187], [4.551, 4.594, 3.751], [3.017, 5.469, 3.673], [4.841, 2.978, 1.290], [4.993, 3.463, -0.407], [4.221, 1.921, 0.008], [1.447, 4.148, -0.911], [2.325, 2.689, -1.376], [3.063, 4.285, -1.628]],
  "orbital_gap_ev": [4.9, 7.8],
  "lumo_energy_ev": [2.2, 2.2],
  "s2": 0.769,
  "spin_multiplicity": 2,
  "total_energy_ev": -92711.883,
  "total_charge": -1,
  "molar_mass_da": 1017.3
}